1.
17
Properties=species:S:1:pos:R:3:forces:R:3:nbo_charge:R:1 method="wB97M-V/def2-TZVPD" charge=0 smiles="C[C@@H](NC=O)C(O)O"
C -0.90999 -0.95260 0.23831 0.2665 0.1733 -0.0514 0.384
C 0.38067 -0.14011 -0.03537 -0.0315 -0.1283 -0.4109 -0.113
C 0.74843 -0.11977 -1.51837 -0.0730 -0.0630 0.1487 -0.630
N 0.17384 1.20137 0.49502 1.0224 -1.0394 1.0299 -0.857
C 0.82472 1.47732 2.14231 -1.6468 -0.0635 -3.4535 0.522
O -0.82776 -2.26640 -0.22930 -0.0994 0.2159 -0.0791 -0.706
O -2.02045 -0.32023 -0.36544 -0.0180 -0.0707 0.1499 -0.737
O 1.61518 0.78154 2.63318 -0.2265 0.2837 0.2660 -0.461
H -0.98026 -2.24443 -1.18270 0.0122 0.0048 0.0406 0.473
H -2.02085 0.59829 -0.05307 0.1108 -0.1882 -0.1162 0.485
H 0.44779 1.95824 -0.12402 0.2246 -0.0358 -0.0394 0.374
H -1.05172 -1.03644 1.32391 -0.0180 0.0413 -0.0579 0.135
H 1.18735 -0.64251 0.51804 -0.0580 0.0985 -0.0109 0.196
H -0.10489 2.04088 1.81904 0.5352 0.7863 2.6192 0.290
H 1.01479 -1.11950 -1.86406 -0.0016 0.0348 -0.0321 0.219
H -0.08525 0.25224 -2.11574 -0.0068 0.0013 -0.0144 0.215
H 1.60840 0.53211 -1.68174 0.0079 -0.0508 0.0116 0.213



2.
18
Properties=species:S:1:pos:R:3:forces:R:3:nbo_charge:R:1 method="wB97M-V/def2-TZVPD" charge=0
C -1.69898 -1.13735 -1.20578 0.3559 0.5958 -0.0785 -0.647
C -1.87281 -0.15380 -0.04611 -0.7205 0.0150 0.6541 0.324
C -2.71012 -0.72135 1.07654 -0.2209 -0.3039 0.6666 -0.640
C -0.35796 0.15595 0.56633 -1.9390 -0.8433 -0.2927 -0.098
O -0.00027 0.59087 -0.62429 2.3528 0.8923 0.3415 -0.362
O 2.15926 1.44661 0.65986 2.0607 -1.8878 -1.6115 -0.248
N 2.87927 0.69530 0.02017 2.2350 1.4719 1.9142 0.515
O 4.11266 0.50980 0.05133 -3.9824 0.5258 -0.2007 -0.260
O -2.47865 1.06583 -0.50746 0.8193 0.1827 0.8452 -0.721
H -1.15198 -2.02982 -0.85936 -0.5191 0.1681 -0.1044 0.213
H -2.66049 -1.36549 -1.67180 0.1100 -0.1904 0.2087 0.221
H -1.04244 -0.63956 -1.92680 -0.4668 -0.3660 -0.1269 0.248
H -2.29242 -1.66332 1.45213 -0.0633 0.0897 -0.1491 0.210
H -2.76172 -0.03526 1.93185 -0.0113 -0.0172 -0.2319 0.210
H -3.73715 -0.90964 0.73640 0.2657 0.0725 -0.0408 0.230
H -0.44918 0.86491 1.42321 0.0915 -0.1105 -0.6193 0.167
H -0.01196 -0.85123 0.92502 0.1650 0.7050 -0.3873 0.164
H -2.10891 1.81249 0.03032 -0.5327 -0.9996 -0.7873 0.475



3.
16
Properties=species:S:1:pos:R:3:forces:R:3:nbo_charge:R:1 method="wB97M-V/def2-TZVPD" charge=0
C -0.46436 0.47947 -1.21398 -2.6747 2.9823 -0.2562 -0.234
C -1.56078 0.71890 -0.07972 2.0957 1.4291 -0.7335 -0.635
C 0.77866 0.08567 0.89164 -0.9716 0.4872 -2.8005 -0.263
C 0.67555 -1.45429 1.09030 -3.0553 2.4482 -2.5145 -0.631
N 0.82819 0.53447 -0.68923 1.7541 -1.8080 3.3751 -0.610
O -0.07417 2.45266 1.54393 0.4386 1.7430 -0.4427 -0.992
S -0.61605 1.10411 1.46253 -1.1345 -1.6003 0.6010 1.241
H -0.71788 -0.44753 -1.69465 0.1078 -0.2821 -0.5880 0.194
H -0.60588 1.41725 -1.86247 0.2777 -1.8388 0.1524 0.207
H -2.39028 1.37644 -0.38920 0.5183 -0.1186 0.5991 0.247
H -1.89519 -0.21349 0.19911 -1.3859 -2.1505 0.6158 0.208
H 1.67468 0.53332 1.30455 0.0428 -0.1089 0.3538 0.237
H 1.40998 -1.70122 0.42652 2.3380 -1.6840 -1.2714 0.233
H -0.26474 -1.89191 0.63704 0.7636 0.7158 0.4989 0.203
H 0.74228 -1.81620 2.04743 0.5888 -0.5595 2.2994 0.226
H 1.10516 1.49802 -0.63191 0.2965 0.3450 0.1112 0.369



4.
16
Properties=species:S:1:pos:R:3:forces:R:3:nbo_charge:R:1 method="wB97M-V/def2-TZVPD" charge=0 smiles="CNC(=O)CCS"
C 0.26476 0.42234 -0.29897 -0.8051 -0.7140 0.0750 -0.545
C 0.13511 0.79666 -1.73370 -0.2488 1.8913 -2.9790 -0.467
S 0.41070 2.64540 -1.83515 0.2068 -0.0239 1.2548 -0.096
C 0.11499 -1.07373 -0.15354 1.4192 -2.4889 1.4852 0.678
N -0.11873 -1.58060 1.11468 0.3748 1.9340 0.8025 -0.625
C -0.33619 -0.71101 2.31576 -1.3284 -1.7100 -1.1389 -0.430
O 0.31419 -1.90802 -1.01895 -0.3280 0.7836 -0.9419 -0.613
H 1.19686 0.83856 0.08805 0.0330 -0.4285 0.3182 0.247
H -0.57234 0.79337 0.30782 0.2628 0.6413 -0.3465 0.232
H 0.87283 0.44217 -2.51639 -0.8063 -0.4348 1.5946 0.245
H -0.88434 0.70556 -2.16729 0.6616 -0.5645 0.5780 0.225
H 0.12012 2.85573 -3.09699 -0.1988 -0.1448 -0.7662 0.121
H -0.21174 -2.57729 1.21680 0.1086 0.0550 -0.2862 0.407
H -0.27639 -1.30947 3.23474 0.2151 0.1211 -0.3803 0.215
H 0.37026 0.10510 2.35625 -0.0927 0.2335 0.0000 0.207
H -1.40010 -0.44478 2.18686 0.5262 0.8496 0.7307 0.199



Computed relative energy (zero: lowest compared OMol25 entry of this formula, charge and spin) (kcal/mol) in order:
94.7, 182.2, 67.1, 24.6
Computed DFT total energy (eV) in order:
-11923.434, -13967.255, -18664.615, -18666.462